1.
87
Properties=species:S:1:pos:R:3:lowdin_charge:R:1 method="wB97M-V/def2-TZVPD" total_charge=+1 homo_ev=-10.3382 lumo_ev=-2.73
Cs -0.525 -0.273 -0.930 1.3683
C -3.271 0.479 -3.770 -0.0361
C -3.428 -0.037 -2.365 -0.2655
C -3.202 -1.394 -2.087 -0.2946
C -2.832 -2.352 -3.197 -0.0378
C -3.263 -1.852 -0.761 -0.2870
C -2.896 -3.277 -0.450 -0.0403
C -3.584 -0.964 0.275 -0.2386
C -3.737 -1.493 1.675 -0.0364
C -3.778 0.397 0.002 -0.2187
C -4.021 1.363 1.128 -0.0362
C -3.742 0.848 -1.322 -0.2235
C -4.070 2.275 -1.668 -0.0342
H -4.206 0.397 -4.332 0.1039
H -2.502 -0.051 -4.328 0.0790
H -3.003 1.534 -3.777 0.0729
H -3.279 -2.023 -4.132 0.0784
H -3.246 -3.334 -2.977 0.0831
H -1.749 -2.471 -3.363 0.0821
H -3.760 -3.943 -0.522 0.1041
H -2.514 -3.379 0.564 0.0756
H -2.127 -3.661 -1.119 0.0750
H -2.785 -1.514 2.218 0.0942
H -4.126 -2.508 1.674 0.0825
H -4.426 -0.890 2.260 0.0786
H -5.087 1.508 1.318 0.1024
H -3.582 2.337 0.920 0.0651
H -3.568 1.017 2.055 0.0722
H -3.178 2.850 -1.933 0.0813
H -4.564 2.794 -0.853 0.0748
H -4.737 2.318 -2.528 0.0914
C 4.576 2.025 1.179 -0.0126
N 4.388 0.599 1.263 -0.0525
C 5.412 -0.297 0.719 -0.0644
C 4.836 -1.692 0.976 -0.0772
N 3.668 -1.410 1.789 -0.0804
C 2.777 -2.467 2.161 -0.0080
C 3.401 -0.115 1.798 -0.2952
N 2.205 0.281 2.360 0.1916
C 1.660 1.402 2.075 -0.1201
C 0.191 1.588 2.343 -0.2161
N -0.365 2.676 1.581 0.0917
C -0.038 3.895 1.827 -0.3715
N 0.817 4.436 2.787 -0.0867
C 0.852 3.952 4.157 -0.0440
C 0.759 5.893 2.678 -0.1322
C 0.270 6.114 1.256 -0.1267
N -0.506 4.912 1.033 -0.1105
C -1.047 4.646 -0.272 -0.0396
H 5.639 2.217 1.044 0.1011
H 4.263 2.517 2.101 0.0988
H 4.043 2.444 0.321 0.0988
H 6.356 -0.128 1.243 0.1319
H 5.549 -0.093 -0.343 0.1384
H 5.526 -2.344 1.513 0.1351
H 4.515 -2.186 0.054 0.0968
H 3.349 -3.249 2.660 0.1026
H 2.310 -2.874 1.260 0.0702
H 2.024 -2.079 2.840 0.0914
H 1.733 1.387 -0.078 -0.0099
H 2.120 2.234 1.537 0.1104
H -0.031 1.561 3.416 0.1194
H -0.260 0.670 1.945 0.0838
H 1.299 2.964 4.229 0.0691
H -0.144 3.936 4.614 0.1066
H 1.480 4.629 4.733 0.0950
H 1.738 6.331 2.869 0.1262
H 0.042 6.302 3.401 0.1296
H 1.106 6.187 0.546 0.1284
H -0.346 7.008 1.155 0.1281
H -1.672 5.484 -0.581 0.0967
H -1.655 3.748 -0.220 0.0592
H -0.259 4.500 -1.022 0.0995
O 1.898 -0.524 -0.330 -0.7870
O 1.815 0.835 -0.872 -0.4317
Br 3.990 -5.675 -1.153 0.7026
C 2.537 -5.926 -2.337 -0.7362
C 2.273 -7.209 -2.801 -0.1284
C 1.212 -7.417 -3.655 -0.0742
C 0.412 -6.349 -4.045 -0.0780
C 0.677 -5.077 -3.581 -0.1576
C 1.748 -4.850 -2.719 -0.7359
I 2.095 -2.921 -2.014 1.0545
H 2.904 -8.028 -2.487 0.1033
H 1.009 -8.416 -4.017 0.1106
H -0.421 -6.504 -4.716 0.1085
H 0.058 -4.246 -3.890 0.0806



2.
27
Properties=species:S:1:pos:R:3:lowdin_charge:R:1 method="wB97M-V/def2-TZVPD" total_charge=-1 homo_ev="-2.9184 / -2.9333" multiplicity=3 lumo_ev="0.08 / 0.90" s2=2.127
C -2.769 1.126 0.400 -0.0865
C -2.153 0.521 -0.730 -0.1506
C -1.030 1.356 -1.120 -0.1710
H -2.492 -0.376 -1.222 0.1229
C -0.939 2.451 -0.202 -0.1217
C -2.054 2.340 0.702 -0.0838
H -2.224 3.018 1.523 0.1218
H -3.604 0.743 0.972 0.1308
H -0.379 1.176 -1.960 0.1207
H -0.218 3.260 -0.216 0.1243
V -0.617 0.490 0.799 1.0189
Cl -0.849 -0.562 3.218 0.0259
C 3.363 -2.947 -0.957 -0.2227
C 3.924 -1.806 -1.634 -0.2291
C 3.271 -1.682 -2.913 -0.2342
H 4.703 -1.162 -1.255 0.0354
C 2.307 -2.747 -3.026 -0.2328
C 2.363 -3.529 -1.817 -0.2264
H 1.767 -4.402 -1.598 0.0373
H 3.647 -3.308 0.020 0.0395
H 3.476 -0.929 -3.660 0.0328
H 1.661 -2.931 -3.873 0.0337
F -1.495 1.568 2.520 -0.4116
B -2.339 2.000 3.892 -1.1380
F -1.703 3.223 3.806 0.1379
F -3.594 1.849 3.368 0.1687
F -2.024 1.258 4.963 0.1578



Q: Which energy relative to the best compared isomer or geometry (same formula, charge and spin) values were calculated for the entries above? A: 396.5, 508.1, in kJ/mol.